{"formula": "C22H27BrN4O4", "method": "ωB97M-V with the def2-TZVPD basis set", "symbols": ["C", "H", "H", "H", "H", "H", "C", "C", "C", "C", "C", "H", "H", "H", "C", "H", "O", "N", "N", "C", "C", "N", "H", "H", "C", "H", "H", "H", "H", "N", "C", "C", "O", "C", "H", "H", "C", "H", "C", "O", "Br", "O", "C", "H", "H", "H", "C", "H", "H", "C", "H", "H", "C", "H", "C", "C", "C", "H"], "positions_angstrom": [[1.350, 0.660, -1.337], [-2.055, -0.837, -1.757], [-2.093, -3.632, 0.386], [0.554, -3.295, -1.892], [-3.802, 3.809, 1.011], [1.907, -1.573, 2.600], [-2.897, 3.223, 0.992], [4.175, 1.183, -0.083], [-0.027, -3.703, 0.934], [-0.562, 1.715, 1.009], [5.384, 0.606, 0.265], [-4.368, 3.697, -2.586], [-2.633, 3.351, 3.103], [-0.561, 2.019, 3.130], [-2.383, 2.729, -0.201], [4.317, -1.747, 2.427], [-0.265, -0.520, 2.541], [-1.005, -2.387, -0.888], [0.913, -0.598, -1.332], [-2.264, -1.688, -1.106], [4.282, -0.933, 1.720], [1.874, -0.824, 1.922], [6.400, -0.888, 1.416], [1.269, -1.446, -3.206], [3.007, 0.691, 0.473], [0.540, -1.024, -0.488], [-2.081, -0.735, 0.826], [-0.096, -4.644, 1.475], [1.654, 2.835, -1.034], [0.626, 0.931, 1.029], [5.448, -0.451, 1.158], [-1.213, 1.972, -0.184], [-2.942, 2.907, -1.429], [-0.232, -2.568, -2.106], [4.132, 2.006, -0.778], [-3.363, -1.939, 0.759], [1.670, 1.268, 0.065], [-0.840, -2.955, -2.940], [3.057, -0.366, 1.381], [1.744, 2.649, -0.079], [6.988, 1.271, -0.508], [1.559, 1.340, -2.326], [-1.128, -3.621, -0.120], [-1.091, -4.502, -0.777], [-4.941, 3.227, -0.967], [-3.585, -0.381, -0.025], [-2.233, 2.961, 2.180], [0.957, -3.639, 0.472], [-0.269, -0.596, -3.055], [-1.070, 2.219, 2.201], [-2.998, -2.331, -1.624], [-3.955, 4.702, -1.176], [-4.116, 3.678, -1.527], [-0.843, 1.605, -1.127], [0.676, -0.135, 1.879], [0.432, -1.254, -2.530], [-2.859, -1.158, 0.196], [-0.143, -2.885, 1.639]], "atomic_forces_ev_per_a": [[0.13, 0.12, 0.45], [-0.03, -0.01, -0.07], [-0.03, -0.04, -0.06], [-0.03, -0.03, -0.03], [-0.08, 0.05, -0.04], [-0.17, 0.15, -0.09], [-0.23, 0.09, -0.34], [0.09, -0.11, 0.11], [-0.29, -0.14, -0.16], [-0.50, 0.16, -0.03], [0.12, 0.09, -0.14], [-0.02, 0.03, 0.09], [-0.03, 0.03, 0.08], [0.05, -0.03, 0.08], [0.12, -0.06, 0.17], [0.01, -0.10, 0.10], [-0.24, -0.05, 0.24], [-0.06, -0.12, -0.11], [-0.09, -0.20, -0.07], [-0.10, 0.11, 0.16], [-0.16, 0.04, -0.04], [-0.17, -0.19, 0.19], [0.06, -0.02, 0.02], [-0.14, -0.01, -0.02], [-0.02, -0.15, 0.41], [0.01, 0.17, 0.03], [0.06, 0.08, 0.07], [0.08, -0.14, 0.10], [0.00, -0.15, 0.13], [0.21, 0.38, -0.04], [-0.03, 0.09, -0.08], [-0.08, 0.01, 0.06], [0.26, -0.16, 0.03], [0.09, 0.14, 0.00], [0.00, 0.06, -0.05], [-0.07, -0.07, 0.09], [0.18, -0.06, -0.51], [0.08, -0.02, 0.07], [0.41, 0.39, -0.37], [0.09, 0.00, -0.02], [-0.09, -0.04, 0.05], [-0.05, 0.12, -0.39], [0.24, -0.06, 0.22], [-0.10, 0.06, 0.02], [0.03, 0.03, -0.01], [-0.13, 0.08, 0.02], [0.19, -0.10, 0.05], [0.14, 0.00, -0.04], [0.07, -0.04, 0.02], [0.01, 0.06, 0.00], [0.08, 0.06, -0.06], [-0.01, -0.04, 0.00], [-0.18, 0.11, -0.01], [0.02, -0.06, -0.14], [0.24, -0.56, 0.22], [0.03, 0.03, -0.20], [0.04, -0.09, -0.22], [0.01, 0.10, 0.08]], "total_energy_ev": -107446.6714, "e_above_lowest_ev": 0.1145, "total_charge": 0, "homo_ha": -0.309, "smiles": "CCN(CC)CCNC(=O)[C@]1(O)c2cc(Br)ccc2NC(=O)N1c1cccc(OC)c1"}